2 unconnected molecules or ions with the total composition C2H6FNOS at a distorted geometry. Source: the Open Molecules 2025 dataset; level of theory: ωB97M-V/def2-TZVPD.

XYZ file:
```
12
Properties=species:S:1:pos:R:3:forces:R:3
S 0.9816 1.5775 -0.3936 -0.52 -2.26 1.55
F -2.0006 0.8460 -1.2181 0.61 -0.02 0.30
O 1.2110 2.2190 0.8856 0.12 0.95 -0.74
N 0.5705 0.0413 -0.0048 0.61 1.19 -2.48
C 0.0500 -0.7577 -1.0481 0.93 -3.80 -2.23
C -0.0273 -0.1775 1.2791 1.84 1.13 -0.12
H -0.9622 -0.3306 -1.2337 -0.71 0.81 -0.64
H -1.0530 -0.0688 1.0550 -1.57 0.95 0.48
H 0.7210 -0.8998 -2.0191 -1.35 0.86 2.14
H -0.1590 -1.8426 -0.6953 0.69 1.80 -0.20
H 0.5705 0.5694 1.8087 -1.35 -0.40 1.46
H 0.0976 -1.1761 1.5844 0.70 -1.20 0.48
```
Positions in Å, forces in eV/Å.

Properties
HOMO-LUMO gap (alpha / beta) = 6.45 / 6.28 eV
total charge = 0

A molecular structure, C32H37N7OS6Ti at a distorted geometry. Source: the Open Molecules 2025 dataset; level of theory: ωB97M-V/def2-TZVPD.

XYZ file:
```
84
Properties=species:S:1:pos:R:3:forces:R:3
Ti -0.1838 0.3241 -0.3727 0.24 -2.49 0.54
S -3.9636 1.5580 1.4179 -0.02 0.17 -0.19
S -0.1800 -1.7055 -2.0627 0.14 0.06 -0.03
S -1.4080 0.4414 3.3125 0.03 -0.10 0.14
S 1.1385 -1.1376 1.4300 -0.06 0.29 0.23
S 5.6916 3.3038 2.8283 -0.78 -0.29 -0.54
S -2.4114 -1.4896 0.7289 -0.12 0.07 0.01
O -1.6928 1.0097 -1.3520 -1.81 1.28 -1.15
N 0.1753 2.1967 0.5382 0.79 0.74 0.15
N -2.6810 -2.4342 -2.4597 0.31 0.16 -0.01
N 2.4017 -2.4717 -0.4946 -0.13 0.13 -0.16
N 4.1305 3.6901 2.9633 -0.25 0.15 0.11
N 3.6270 -1.9668 1.4201 0.01 -0.02 -0.11
N 5.5738 2.3239 1.5465 0.12 -0.17 -0.23
N 1.7564 0.7958 -1.0812 0.74 0.40 0.39
C 3.3216 -3.7375 -2.2986 -0.02 -0.10 -0.23
C 2.4641 -1.8999 0.6977 0.08 0.01 0.41
C -3.1483 -0.9737 -4.6854 -0.16 -0.22 0.17
C -1.9290 -0.8881 -4.0646 0.00 -0.09 0.12
C -1.6645 -1.6427 -2.9047 -0.17 -0.11 0.05
C -0.6157 3.0822 1.1301 -0.17 0.06 0.29
C -4.1593 -1.8109 -4.1754 0.15 0.01 0.09
C 4.2968 2.2750 1.1795 0.58 0.20 0.41
C 1.5060 2.2755 0.7867 0.11 0.30 0.30
C 2.0418 3.1283 1.7681 -0.50 -0.14 -0.26
C 4.6698 -3.1947 -0.2557 -0.06 0.16 0.29
C 2.3683 1.4986 -0.0909 0.46 0.07 -0.02
C -4.1534 -1.0411 0.4388 0.02 -0.19 0.04
C 5.9349 -2.5890 1.8613 0.16 -0.06 0.00
C 4.5537 0.9395 -0.9260 -0.47 -0.18 -0.28
C -3.8029 1.9163 3.1829 -0.25 0.08 -0.16
C -3.0210 0.9185 4.0059 0.19 -0.11 0.20
C -1.5353 -1.3593 3.4264 0.15 0.11 0.24
C 4.7431 -2.6002 0.9774 -0.24 -0.06 -0.29
C 3.9166 0.3217 -1.9934 0.09 0.14 0.39
C 3.4613 3.0613 2.0030 0.63 0.17 0.39
C -0.1563 4.0094 2.0622 0.21 -0.11 -0.03
C -1.0564 2.6120 -2.9845 0.18 -0.19 0.07
C -2.0643 1.8373 -2.1979 0.08 -0.08 0.10
C 1.1804 4.0045 2.4266 -0.35 -0.16 -0.26
C -3.5280 2.0927 -2.3900 0.18 -0.09 0.00
C 2.5264 0.2438 -2.0138 0.09 -0.11 -0.22
C -4.8094 -0.0413 1.3776 0.03 0.08 0.13
C -2.4715 -2.0615 2.4571 -0.17 -0.15 -0.15
C 3.7638 1.5437 0.0557 -0.29 -0.17 -0.43
C -3.8869 -2.5382 -3.0510 -0.12 0.13 -0.23
C 3.4588 -3.1057 -0.9665 0.35 -0.06 0.05
H -1.6626 3.0196 0.8664 -0.09 -0.01 0.07
H -4.1775 -0.6750 -0.5890 0.06 0.07 -0.02
H -4.7948 2.0375 3.6217 0.01 0.04 -0.01
H -2.8594 1.3574 4.9922 0.02 -0.07 0.00
H -3.3314 -0.4035 -5.5807 -0.06 0.09 -0.17
H 2.4010 -3.4095 -2.7711 -0.04 0.00 -0.05
H -3.7223 2.8646 -3.1266 0.03 0.06 -0.06
H -3.9647 2.3820 -1.4350 -0.04 0.00 0.11
H 6.7845 -3.0549 1.3655 -0.06 0.03 0.04
H -0.5178 -1.7228 3.2978 -0.03 0.03 0.01
H 4.4789 -0.1230 -2.7981 0.08 -0.04 -0.08
H 5.5192 -3.7175 -0.6642 0.06 -0.03 -0.01
H -3.3260 2.8970 3.2204 0.01 0.01 -0.09
H -1.8379 -1.6237 4.4425 0.06 0.02 -0.02
H -1.1357 -0.2727 -4.4642 0.01 -0.01 0.03
H -3.5082 -1.9717 2.7842 0.04 0.01 -0.04
H -0.9125 3.5805 -2.4920 -0.01 -0.01 0.00
H 1.5684 4.6757 3.1762 0.04 0.08 0.09
H 3.2896 -4.8213 -2.1819 0.00 -0.08 -0.02
H 2.0014 -0.2996 -2.7937 0.11 0.05 0.10
H -2.4898 -2.9563 -1.6058 0.02 0.08 -0.08
H -4.5852 -3.2181 -2.5885 -0.06 -0.03 0.00
H -3.5980 0.0095 4.1652 -0.01 -0.07 -0.04
H 5.7265 -3.1357 2.7812 0.01 -0.01 0.05
H -4.8584 -0.4360 2.3918 0.02 0.02 0.00
H -2.2337 -3.1276 2.4606 -0.04 0.07 -0.01
H 6.1999 -1.5656 2.1252 0.03 0.06 0.03
H -4.7401 -1.9640 0.4622 0.02 0.03 -0.03
H 3.6236 -1.5150 2.3296 0.00 -0.05 -0.11
H -0.0916 2.0896 -3.0074 -0.23 0.14 0.04
H 4.1805 -3.5082 -2.9273 0.04 -0.01 -0.05
H -5.1181 -1.8983 -4.6580 -0.07 -0.01 -0.04
H -5.8419 0.1001 1.0516 0.04 0.03 0.02
H 5.6281 0.9943 -0.8570 0.15 0.00 0.00
H -1.4090 2.8206 -3.9920 -0.03 -0.01 -0.05
H -0.8483 4.7081 2.5023 -0.08 0.07 0.06
H -4.0164 1.1691 -2.7055 -0.01 -0.05 0.01
```
Positions in Å, forces in eV/Å.

Properties
HOMO-LUMO gap (alpha / beta) = 6.03 / 7.34 eV
expectation value of S² = 2.01
total charge = +2
multiplicity = 3

4 unconnected molecules or ions with the total composition C3H5ClN2O at a distorted geometry. Source: the Open Molecules 2025 dataset; level of theory: ωB97M-V/def2-TZVPD.

XYZ file:
```
12
Properties=species:S:1:pos:R:3:forces:R:3
Cl 1.1157 1.6827 -1.5042 -0.37 -1.31 0.83
O -0.6726 -1.6871 0.1024 6.30 3.75 -2.45
N 1.6139 -1.4256 -0.9718 -4.84 0.58 -5.58
N -1.2658 0.5843 1.5183 0.67 1.87 4.95
C 0.3219 0.5892 -0.2845 0.81 -1.45 -1.59
C 0.3889 -0.9746 -0.3783 -4.65 -0.91 1.57
C -0.4235 1.2230 0.6070 -0.97 0.62 2.75
H 0.3236 -2.5581 -2.3081 1.87 1.22 1.88
H -0.9680 1.3798 2.9029 -1.06 -2.54 -4.22
H 1.2200 -0.7258 -2.2964 1.60 -2.00 4.08
H -1.2404 -0.4441 1.8351 0.65 2.06 -1.43
H -0.4137 2.3562 0.7777 0.00 -1.89 -0.79
```
Positions in Å, forces in eV/Å.

Properties
HOMO-LUMO gap = 6.28 eV
total charge = 0

A molecular structure, C31H22CrF5I2NO4PS3. Source: the Open Molecules 2025 dataset; level of theory: ωB97M-V/def2-TZVPD.

XYZ file:
```
70
Properties=species:S:1:pos:R:3:forces:R:3
I 1.0277 0.4525 5.8519 0.16 -0.25 0.21
I 3.6646 0.2869 3.4483 0.07 -0.11 0.04
Cr -0.1011 1.2003 1.6509 0.09 0.15 0.04
S 1.2716 -0.1575 0.0352 0.34 0.16 0.35
S 0.1954 3.1832 3.3504 0.08 0.01 -0.16
S -0.1015 1.2248 -2.9066 0.03 0.08 0.06
P 1.0396 -0.0671 -1.9670 -0.01 -0.10 -0.01
F -2.7554 2.8103 0.8245 0.15 0.11 0.03
F 1.8750 2.9503 -0.2224 -0.12 0.01 0.04
F -1.0096 6.2830 -1.7708 0.03 -0.16 0.08
F -3.1313 5.0137 -0.6237 0.09 -0.01 0.04
F 1.4908 5.2398 -1.5064 -0.11 -0.08 0.03
O 0.6141 3.4094 4.7191 0.00 -0.26 -0.05
O -0.8982 2.0973 3.2380 -0.02 0.22 -0.29
O -0.1992 4.4000 2.6788 0.02 -0.12 0.06
O 1.2775 2.4119 2.5614 -0.31 0.10 -0.13
N -1.4668 -0.3061 1.5269 -0.18 0.28 0.19
C 0.0019 -3.9454 3.0484 -0.03 0.02 0.00
C 3.7027 -0.9399 -2.1281 -0.02 0.03 0.01
C 2.7478 -0.0636 -2.6434 -0.02 -0.02 0.00
C 0.2789 -3.5793 -3.9656 0.02 0.01 0.01
C -1.1501 -3.9295 2.2679 0.01 0.03 0.02
C -0.5689 -2.3010 -1.6569 0.00 -0.03 0.06
C 0.8868 -2.3961 -3.5649 -0.03 -0.01 -0.01
C 0.1245 -1.5540 2.8039 0.13 -0.01 0.12
C 0.4587 -1.7447 -2.4126 -0.10 0.00 -0.11
C 0.6106 3.4038 -0.2746 0.09 -0.03 -0.13
C 3.0891 0.7741 -3.6947 0.04 -0.01 -0.02
C -0.7667 -4.1129 -3.2243 0.01 0.02 0.01
C 4.3695 0.7317 -4.2384 -0.04 0.00 0.02
C -5.1561 -0.6070 1.2117 0.00 0.03 -0.03
C -1.6744 3.3148 0.1951 -0.12 0.09 0.08
C 5.3102 -0.1523 -3.7343 -0.01 0.00 0.02
C -1.0531 -1.5084 2.0431 -0.01 0.04 -0.22
C -3.8805 -0.6721 1.7486 -0.05 0.03 0.07
C -4.2782 0.4462 -0.7491 0.00 -0.03 0.04
C -0.4360 2.7163 0.3170 -0.17 0.05 0.08
C -1.1850 -3.4737 -2.0636 0.04 0.00 -0.04
C -1.6694 -2.7472 1.7693 0.01 -0.13 0.01
C 2.8139 1.3063 5.1007 -0.08 0.16 -0.04
C 0.4403 4.5961 -0.9535 0.08 0.02 -0.11
C -1.8947 4.4846 -0.5116 -0.06 -0.03 -0.05
C -3.0012 0.3743 -0.2170 0.03 -0.16 -0.12
C -0.8242 5.1315 -1.0891 0.00 0.16 -0.06
C -2.7726 -0.2076 1.0326 0.04 0.00 -0.21
C 4.9748 -0.9878 -2.6737 -0.01 0.01 -0.02
C 0.6401 -2.7359 3.2988 0.00 -0.02 -0.04
C -5.3666 -0.0581 -0.0488 0.03 0.00 0.05
H 0.3924 -4.8731 3.4468 0.01 -0.01 -0.01
H 3.5396 1.3103 5.9025 0.03 0.02 -0.02
H -1.2549 -5.0234 -3.5510 0.01 -0.03 0.01
H 3.4416 -1.5713 -1.2877 0.00 -0.02 0.00
H -6.3634 -0.0135 -0.4705 -0.01 0.01 0.00
H -1.6519 -4.8616 2.0293 0.00 -0.01 0.00
H -4.4171 0.8989 -1.7235 0.00 0.00 -0.02
H 4.6286 1.3910 -5.0578 0.00 0.02 0.00
H 0.6646 -0.6359 3.0289 -0.06 0.00 0.09
H 2.3383 1.4561 -4.0748 0.00 0.00 -0.01
H 0.6183 -4.0802 -4.8648 0.00 0.00 -0.01
H -0.8764 -1.8117 -0.7402 -0.03 0.04 -0.01
H 5.7097 -1.6731 -2.2693 0.01 0.00 0.01
H -1.9949 -3.8829 -1.4725 0.01 -0.01 0.02
H 1.6901 -1.9752 -4.1587 -0.02 0.02 0.00
H -5.9951 -0.9806 1.7883 -0.01 0.00 0.01
H -3.7255 -1.0795 2.7405 0.00 -0.03 -0.02
H -2.5439 -2.7762 1.1321 -0.02 0.01 0.05
H 2.5377 2.3013 4.7596 0.02 -0.12 0.05
H 6.3065 -0.1877 -4.1587 0.01 0.00 0.00
H 1.5478 -2.7018 3.8900 0.01 0.01 0.00
H -2.1575 0.7740 -0.7702 -0.01 -0.10 -0.03
```
Positions in Å, forces in eV/Å.

Properties
HOMO-LUMO gap (alpha / beta) = 5.93 / 6.10 eV
expectation value of S² = 3.80
total charge = -2
multiplicity = 4

A gas-phase ion, C4H6NO2S (charge -1) at a distorted geometry. Source: the Open Molecules 2025 dataset; level of theory: ωB97M-V/def2-TZVPD.

XYZ file:
```
14
Properties=species:S:1:pos:R:3:forces:R:3
S 0.7454 -2.3129 2.2624 -0.02 0.16 -0.12
O -0.7051 -1.0784 -1.3750 -1.07 -2.33 -2.18
O -0.8116 2.3901 0.9849 0.25 0.40 -0.20
N -0.8786 1.1133 -1.0381 0.63 -0.22 1.67
C -0.2800 -0.1985 -0.7302 -0.75 4.75 0.46
C 1.0112 -1.7682 0.5191 2.20 -1.12 1.01
C -1.0690 2.2624 -0.1653 -1.86 -0.97 -4.76
C 0.6525 -0.2566 0.3412 3.84 -1.36 3.84
H 0.2480 0.0518 1.3717 -0.13 -0.26 -1.61
H -1.6363 3.0208 -0.9976 1.20 -0.90 2.67
H 1.7064 0.2491 0.4125 -2.24 -0.13 -1.13
H 2.2219 -2.0093 0.3357 -3.31 0.71 -0.27
H 0.3040 -2.3463 -0.1070 1.26 0.09 0.23
H -1.5088 0.8826 -1.8144 0.00 1.19 0.40
```
Positions in Å, forces in eV/Å.

Properties
HOMO-LUMO gap = 5.53 eV
SMILES = O=CNC(=O)CC[S-]
total charge = -1

For the records above, the corresponding electronic energy values read -707.6965 -4938.4225 -761.8285 -5225.5373 -759.4242 a.u..